The following is a DFT calculation (ωB97M-V/def2-TZVPD) of C42H43ClCsF3NO4P2SSbTe as an isolated structure.

Charge ... -2
F_max ... 0.81 eV/Å
Multiplicity ... 1
DFT total energy ... -4350.9393 Ha
Gap between HOMO and LUMO ... 0.1913 hartree
Energy relative to the best compared isomer or geometry (same formula, charge and spin) ... 1.06 kJ/mol

XYZ file:
```
100
C42H43ClCsF3NO4P2SSbTe ωB97M-V/def2-TZVPD
Cs -0.13872 0.82464 1.72406
C -0.38299 -2.29561 -1.72484
C -0.36874 -0.89711 -2.36690
P -1.78848 0.16923 -1.83120
C -1.84180 1.48550 -3.09054
C -2.88551 2.40954 -2.97980
C -2.99172 3.47785 -3.85023
C -2.02601 3.65374 -4.83766
C -0.97585 2.76085 -4.93776
C -0.87771 1.67471 -4.07277
C -3.19512 -0.87333 -2.41757
C -3.31814 -1.28484 -3.74498
C -4.36732 -2.09732 -4.14226
C -5.32128 -2.50731 -3.21696
C -5.21870 -2.09431 -1.89837
C -4.16216 -1.28223 -1.50346
C -0.74493 -2.27290 -0.23849
P -0.33093 -3.83834 0.63523
C -1.32317 -3.69561 2.17024
C -2.07705 -2.58451 2.53942
C -2.77249 -2.56270 3.74290
C -2.73506 -3.66006 4.58885
C -1.98826 -4.77486 4.23284
C -1.28254 -4.78459 3.04012
C -1.48227 -4.90653 -0.34422
C -2.86781 -4.74595 -0.34293
C -3.67006 -5.52150 -1.16678
C -3.10144 -6.47527 -2.00105
C -1.72538 -6.65240 -2.00535
C -0.92499 -5.87147 -1.17967
H 0.60742 -2.74194 -1.85510
H -1.09098 -2.93323 -2.26241
H -0.34595 -1.01316 -3.45361
H 0.53646 -0.35369 -2.07967
H -3.61695 2.29083 -2.18643
H -3.80558 4.18453 -3.74754
H -2.08709 4.50277 -5.50811
H -0.19435 2.91454 -5.67220
H -0.02113 1.02227 -4.15045
H -2.58062 -0.95308 -4.46822
H -4.44782 -2.41476 -5.17513
H -6.14096 -3.14423 -3.52621
H -5.96116 -2.40561 -1.17309
H -4.08194 -0.95494 -0.47204
H -1.82279 -2.09422 -0.14158
H -0.26035 -1.39732 0.18859
H -2.13384 -1.69793 1.92200
H -3.32652 -1.67552 4.02341
H -3.26836 -3.63885 5.53125
H -1.93552 -5.62891 4.89718
H -0.67144 -5.64310 2.78305
H -3.31943 -4.00338 0.30579
H -4.74372 -5.37394 -1.16576
H -3.73093 -7.07542 -2.64698
H -1.27350 -7.39357 -2.65351
H 0.15126 -6.00248 -1.18539
F 3.51197 -1.54300 5.45538
C 4.21760 -2.06653 4.44155
F 3.86363 -3.35679 4.33704
F 5.51040 -2.09526 4.89293
C 4.11800 -1.29137 3.16360
C 5.25989 -0.70546 2.64541
C 5.18317 0.04143 1.47779
C 3.94514 0.16869 0.86677
N 2.82760 -0.38576 1.32719
C 2.88038 -1.11428 2.47370
S 1.43328 -1.79909 3.09407
H 6.20521 -0.82477 3.15725
H 6.05508 0.51952 1.05241
H 3.84592 0.75063 -0.04766
C 2.17587 5.14092 3.84918
Sb 2.27484 3.40406 2.57815
C 4.25089 3.79455 1.82586
C 2.86548 2.06428 4.13914
H 3.04318 5.19966 4.50833
H 1.26353 5.07983 4.44224
H 2.13310 6.03907 3.23230
H 4.94884 4.05261 2.62428
H 4.20324 4.60916 1.10270
H 4.60099 2.89973 1.31475
H 3.58816 2.54653 4.79955
H 3.32396 1.17725 3.70609
H 1.98850 1.76510 4.71288
Te 2.44031 2.00425 -2.35119
C 2.83892 4.04529 -2.67505
C 4.13177 4.57221 -2.57077
C 4.38328 5.92332 -2.77500
C 3.34788 6.79382 -3.09276
C 2.05719 6.29037 -3.20034
C 1.80837 4.93938 -2.99446
H 4.94813 3.90653 -2.31807
H 5.39583 6.30137 -2.67995
H 3.54219 7.84916 -3.24634
H 1.23511 6.95682 -3.43915
H 0.79482 4.56266 -3.07296
O -0.85383 2.22283 4.17546
Cl -2.00342 2.93940 3.67508
O -1.70175 4.33889 3.57351
O -3.12952 2.73554 4.54492
O -2.30074 2.39452 2.36651
```

The following is a DFT calculation (ωB97M-V/def2-TZVPD) of C18H24N4O7PtS as an isolated structure.

Charge ... +2
F_max ... 0.39 eV/Å
Multiplicity ... 5
DFT total energy ... -1962.7879 Ha
Gap between HOMO and LUMO (spin up / spin down) ... 0.2654 / 0.2154 hartree
Energy relative to the best compared isomer or geometry (same formula, charge and spin) ... 168.77 kJ/mol

XYZ file:
```
55
C18H24N4O7PtS ωB97M-V/def2-TZVPD
Pt -0.59794 -0.32689 0.21644
O 4.17226 4.61299 -1.19381
C 4.53612 3.54546 -0.35791
C 3.35803 2.62809 -0.21672
C 3.42056 1.50477 0.61010
C 2.32699 0.68076 0.72136
N 1.19049 0.92819 0.04738
C 1.13916 1.99672 -0.73368
C 2.17925 2.87675 -0.90859
C -1.20734 2.45521 -0.82807
C -2.10033 3.35581 -1.56451
C -3.39903 3.40253 -1.25355
C -4.36932 4.36083 -1.88762
O -3.73218 5.16810 -2.84058
C -3.85967 2.50233 -0.21044
C -3.04128 1.39792 0.17266
N -1.77886 1.31334 -0.12303
H 4.92819 5.19167 -1.33586
H 4.83012 3.88574 0.64199
H 5.37157 2.96576 -0.76869
H 4.31852 1.27011 1.16583
H 2.32693 -0.20297 1.34378
H 2.07867 3.73013 -1.56264
H -1.66770 4.00850 -2.31107
H -4.77016 5.00133 -1.09264
H -5.21800 3.80855 -2.30222
H -4.06799 4.97801 -3.72123
H -4.84534 2.59501 0.22434
H -3.48793 0.56991 0.71185
C 0.19141 -3.53375 -1.02009
N 0.06195 -3.94851 0.37429
C -0.14603 -5.37566 0.66800
C 0.45494 -5.71929 2.01330
C -0.08358 -4.77326 3.06268
N 0.10093 -3.37982 2.63411
C 0.21670 -2.39377 3.70362
C 0.18994 -3.05043 1.34971
O 0.47145 -1.81337 1.04207
H -0.59947 -2.83955 -1.30166
H 0.09482 -4.41954 -1.64043
H 1.16196 -3.07459 -1.20633
H 0.33555 -5.94507 -0.12414
H -1.21547 -5.59852 0.64094
H 1.54270 -5.64103 1.96444
H 0.20787 -6.74608 2.27711
H 0.44848 -4.89418 4.00527
H -1.14511 -4.94916 3.25391
H -0.57902 -2.56834 4.42673
H 0.12431 -1.38793 3.31156
H 1.17824 -2.49629 4.20745
O -1.05393 1.33345 -4.07072
S -0.24489 0.58432 -3.19147
O -0.88773 -0.32597 -2.28064
O -0.02558 2.18469 -1.46855
O 1.16573 0.56698 -3.27402
```

The following is a DFT calculation (ωB97M-V/def2-TZVPD) of a 10-piece molecular cluster, C24H55N19O11 overall.

Charge ... 0
F_max ... 9.20 eV/Å
Multiplicity ... 1
DFT total energy ... -2815.4197 Ha
Gap between HOMO and LUMO ... 0.2785 hartree
SMILES ... CCN1C(=O)c2cccc(CCC(C)C)c2C1=O.NC(N)=O.NC(N)=O.NC(N)=O.NC(N)=O.NC(N)=O.NC(N)=O.NC(N)=O.NC(N)=O.NC(N)=O
Energy relative to the best compared isomer or geometry (same formula, charge and spin) ... 747.40 kJ/mol

XYZ file:
```
109
C24H55N19O11 ωB97M-V/def2-TZVPD
C 2.47549 -0.94271 -0.31623
C 3.44655 -0.89602 -1.63611
N 4.42188 -2.04798 -1.75418
C 5.16029 -2.47089 -0.48780
O 6.14533 -1.82679 0.19436
C 4.48538 -3.93690 -0.19738
C 4.52356 -4.93848 1.10115
C 3.69187 -6.38347 1.06321
C 2.77357 -6.86271 -0.25023
C 2.70577 -5.81755 -1.55369
C 1.82482 -6.09865 -2.91365
C 0.24606 -6.13680 -2.48667
C -0.52851 -4.69728 -2.49515
C 0.37923 -3.40484 -2.92608
C -1.20792 -4.30651 -1.01790
C 3.57515 -4.43036 -1.46866
C 3.80522 -3.19720 -2.52429
O 3.56148 -3.16160 -3.83911
H 2.91535 -0.26644 0.56379
H 1.45754 -0.40052 -0.62373
H 2.16923 -2.01730 0.03924
H 3.95537 0.15815 -1.65986
H 2.74487 -0.95747 -2.59877
H 5.13339 -4.61297 2.04640
H 3.70035 -7.14932 1.97576
H 2.18999 -7.88000 -0.29699
H 2.08749 -5.41305 -3.82358
H 2.10297 -7.20858 -3.25501
H 0.21217 -6.53938 -1.36647
H -0.31205 -6.87717 -3.20424
H -1.44892 -4.81262 -3.24199
H 0.95933 -3.53243 -3.95224
H -0.36810 -2.49302 -3.11063
H 1.06118 -3.08515 -2.03060
H -0.39747 -4.14881 -0.17514
H -2.03090 -5.09454 -0.69306
H -1.72969 -3.24887 -1.20190
C -0.15068 2.33433 0.03714
O -0.11081 1.12559 -0.12998
N 0.86636 3.14876 -0.29764
N -1.21507 2.96010 0.57112
H 0.85215 4.14624 -0.16771
H 1.68711 2.71790 -0.70294
H -2.00266 2.38350 0.83709
H -1.26639 3.95421 0.71665
C -0.87567 -7.46102 1.38664
O -1.67917 -6.83034 0.71791
N -0.01138 -6.87125 2.23217
N -0.78248 -8.80213 1.33786
H 0.65749 -7.37353 2.79107
H -0.04835 -5.86243 2.29899
H -1.41526 -9.28533 0.71369
H -0.12729 -9.33888 1.88073
C -0.50071 2.34637 -3.73370
O 0.50722 2.85201 -3.26577
N -0.67371 2.15733 -5.05434
N -1.52866 1.93307 -2.97072
H -1.49644 1.74279 -5.45849
H 0.07666 2.45468 -5.66431
H -1.43894 2.05710 -1.97069
H -2.36670 1.51462 -3.33769
C -4.77630 3.79749 -2.85383
O -4.73643 2.58875 -3.02096
N -3.75926 4.61192 -3.18861
N -5.84069 4.42326 -2.31986
H -3.77347 5.60940 -3.05869
H -2.93851 4.18106 -3.59392
H -6.62827 3.84666 -2.05389
H -5.89201 5.41737 -2.17432
C 0.21353 5.85062 2.42640
O -0.89452 5.54844 2.01228
N 0.55254 7.11368 2.74181
N 1.19474 4.94773 2.60430
H 1.45964 7.38202 3.08418
H -0.15736 7.82455 2.62237
H 0.98110 3.98496 2.37864
H 2.11335 5.17742 2.94412
C -4.35895 -2.84780 -2.46433
O -3.29032 -2.51561 -2.95243
N -5.36505 -1.97922 -2.25677
N -4.62612 -4.11203 -2.09021
H -6.25203 -2.23378 -1.85613
H -5.20518 -1.01678 -2.52456
H -3.89532 -4.79765 -2.22929
H -5.49988 -4.40466 -1.68649
C 2.99341 1.85475 4.07544
O 2.09636 2.59692 3.70796
N 3.24600 1.60623 5.37320
N 3.80971 1.21910 3.21565
H 3.97999 0.99830 5.69526
H 2.65435 2.06508 6.05361
H 3.65366 1.37877 2.22891
H 4.55385 0.60433 3.49920
C -3.69834 8.42173 -2.22623
O -4.18187 7.30735 -2.10407
N -4.03311 9.45131 -1.42770
N -2.78762 8.72000 -3.17029
H -3.64593 10.37592 -1.51275
H -4.71579 9.26941 -0.70353
H -2.50788 7.97306 -3.79263
H -2.37829 9.63160 -3.28653
C 1.36623 3.34140 8.42399
O 1.79028 3.18493 7.28986
N 1.15620 2.31656 9.26977
N 1.07088 4.55254 8.92950
H 0.80758 2.42544 10.20714
H 1.36591 1.38749 8.92858
H 1.21467 5.35124 8.32543
H 0.72064 4.70134 9.86077
```

The following is a DFT calculation (ωB97M-V/def2-TZVPD) of C32H27BrCsGeIN4O3S2 as an isolated structure.

Charge ... -2
F_max ... 1.09 eV/Å
Multiplicity ... 1
DFT total energy ... -7445.6604 Ha
Gap between HOMO and LUMO ... 0.1752 hartree
Energy relative to the best compared isomer or geometry (same formula, charge and spin) ... 81.81 kJ/mol

XYZ file:
```
72
C32H27BrCsGeIN4O3S2 ωB97M-V/def2-TZVPD
Cs -2.24406 0.83871 -3.36992
S -0.46774 3.68084 -4.18281
C -0.30519 4.16216 -2.53861
S -1.64858 4.10144 -1.45661
C 0.95747 4.56809 -2.05807
C 2.11476 4.66431 -2.87461
N 3.09594 4.78881 -3.47409
C 1.18154 4.81016 -0.67660
N 1.40615 5.01577 0.44132
Br -3.38362 -0.11305 4.75497
C -2.47417 0.76675 3.33956
C -1.35011 1.53306 3.58731
C -0.74794 2.15194 2.50659
C -1.27696 1.96098 1.23613
N -2.34972 1.20290 1.00689
C -2.94359 0.62719 2.04516
H -0.95972 1.64187 4.59044
H 0.12487 2.77715 2.63312
H -0.85455 2.46241 0.37308
H -3.81665 0.01674 1.84677
N -4.48595 4.21379 -3.01943
C -5.17383 3.10819 -3.30617
O -4.65780 2.04193 -3.62579
C -6.69126 3.11862 -3.16943
I -7.70473 4.97242 -3.50912
H -3.47003 4.13718 -2.81399
H -4.99078 5.01388 -2.67883
H -6.95212 2.82622 -2.15547
H -7.09960 2.40349 -3.87341
O -0.29275 -2.59112 -1.90829
C -0.22882 -1.69999 -2.78321
O -1.06467 -1.46438 -3.69343
C 0.99693 -0.77117 -2.68442
C 1.16679 -0.20355 -1.27939
Ge 1.41779 -1.49595 0.16249
C 2.26272 -0.44902 1.61426
C 2.32301 0.94272 1.55152
C 2.88338 1.69389 2.57898
C 3.39167 1.05870 3.70168
C 3.34368 -0.32815 3.78605
C 2.78776 -1.06745 2.75137
C 2.74447 -2.86074 -0.31715
C 2.35747 -4.03756 -0.96018
C 3.30215 -4.98819 -1.32271
C 4.64917 -4.77648 -1.05671
C 5.04894 -3.60685 -0.42676
C 4.09960 -2.65962 -0.05996
C -0.10894 -2.42189 0.97412
C 0.14159 -3.43237 1.90158
C -0.89105 -4.13799 2.50654
C -2.20687 -3.84193 2.18419
C -2.47169 -2.84745 1.25301
C -1.43439 -2.14621 0.65486
H 0.95169 0.04553 -3.40739
H 1.85592 -1.40339 -2.93428
H 0.36032 0.49821 -1.03773
H 2.08345 0.39651 -1.25491
H 1.92991 1.47124 0.69040
H 2.91327 2.77394 2.49089
H 3.82592 1.63848 4.50791
H 3.74110 -0.83666 4.65746
H 2.77022 -2.14964 2.83342
H 1.31032 -4.18093 -1.20161
H 2.98429 -5.89373 -1.82673
H 5.38437 -5.51819 -1.34757
H 6.09805 -3.42651 -0.22259
H 4.42331 -1.75091 0.43620
H 1.16458 -3.69798 2.15082
H -0.66303 -4.92021 3.22161
H -3.02137 -4.38619 2.64784
H -3.49630 -2.62361 0.97899
H -1.66594 -1.39715 -0.08953
```

What is the formula in the fourth record?
C32H27BrCsGeIN4O3S2